Entry 1:
ORCA calculation (ωB97M-V/def2-TZVPD) on 11 unconnected molecules or ions with the total composition C33H66O33.

Values from the calculation:
Energy relative to the best compared isomer or geometry (same formula, charge and spin): 314.6 kJ/mol
Maximum force: 2.7 eV/A
SMILES string: COC(=O)OC.COC(=O)OC.COC(=O)OC.COC(=O)OC.COC(=O)OC.COC(=O)OC.COC(=O)OC.COC(=O)OC.COC(=O)OC.COC(=O)OC.COC(=O)OC
LUMO: 0.272 eV

XYZ file:
```
132
Properties=species:S:1:pos:R:3:forces:R:3:lowdin_charge:R:1
C 1.299059 0.439905 -3.626319 0.788 -0.851 -0.168 -0.041
O 0.438795 1.443228 -3.159193 -0.172 0.326 0.094 -0.003
C 0.714150 2.727435 -3.349711 0.543 0.781 0.026 -0.615
O 1.773181 3.246448 -3.616742 -0.256 -0.616 0.017 0.119
O -0.419926 3.367911 -3.134298 -0.112 -0.362 -0.044 0.007
C -0.481383 4.772290 -3.178214 -1.914 0.927 1.043 -0.042
H 0.824119 -0.008668 -4.500046 0.057 -0.293 0.207 0.104
H 1.432924 -0.260647 -2.799477 -0.310 -0.229 -0.246 0.078
H 2.313557 0.722431 -3.913507 -0.203 0.726 0.058 0.102
H -1.243761 5.045313 -3.913470 0.714 0.036 -0.583 0.098
H 0.429853 5.358209 -3.200479 0.306 -0.506 -0.433 0.095
H -1.033381 5.042878 -2.267606 0.466 0.020 0.185 0.092
C 2.201718 -3.458627 1.913800 -1.221 0.389 0.040 -0.023
O 2.517659 -4.847390 1.896161 0.151 -0.157 -0.029 0.025
C 1.852819 -5.538863 0.973509 -0.029 -0.330 0.642 -0.617
O 1.068791 -5.107136 0.173975 -0.285 0.404 -0.274 0.115
O 2.162984 -6.825593 1.127529 0.325 -0.419 0.431 0.005
C 1.237504 -7.763045 0.588605 -0.049 -0.082 -0.699 -0.039
H 1.144191 -3.320467 2.170619 -0.041 -0.258 -0.183 0.093
H 2.312465 -3.056302 0.910988 0.404 0.354 0.284 0.067
H 2.714640 -2.956084 2.728060 0.743 -0.175 -0.406 0.100
H 1.733769 -8.715332 0.418050 0.347 0.169 0.159 0.093
H 0.892348 -7.387548 -0.373175 -0.294 -0.108 0.088 0.088
H 0.415996 -7.946242 1.280221 -0.076 0.270 -0.001 0.098
C 2.164008 5.310495 -0.268542 0.967 0.442 -1.291 -0.045
O 2.103833 4.737174 1.011892 1.298 -0.139 0.962 0.001
C 1.019320 4.289894 1.623900 -1.316 0.652 -1.198 -0.615
O 0.892633 4.275231 2.812774 0.006 -0.402 0.110 0.144
O 0.112825 3.940378 0.693815 0.144 0.113 -0.024 -0.021
C -1.267076 3.791403 1.016163 -0.350 0.411 0.960 -0.020
H 3.180460 5.695682 -0.388223 -0.019 0.122 0.551 0.099
H 1.509060 6.170382 -0.402350 -0.387 -0.286 0.132 0.103
H 2.141418 4.627296 -1.121717 -0.822 -0.372 0.336 0.083
H -1.817868 4.662033 0.658679 0.047 -0.226 -0.653 0.100
H -1.461401 3.834150 2.089750 0.506 -0.421 0.088 0.079
H -1.607074 2.845897 0.611724 -0.073 0.110 -0.140 0.068
C -6.442890 0.636407 1.461948 -0.200 1.085 0.236 -0.029
O -5.438493 -0.052846 0.760063 0.952 -0.632 0.313 -0.025
C -5.737574 -1.219294 0.181960 -1.263 0.547 -1.400 -0.615
O -6.820567 -1.561543 -0.219350 -0.037 0.030 0.531 0.145
O -4.617907 -1.869844 -0.038729 1.297 0.424 0.431 -0.012
C -4.498446 -2.854694 -1.037655 0.972 -1.236 -0.081 -0.036
H -7.238901 0.983052 0.797938 -0.328 -0.728 0.201 0.096
H -6.009381 1.578085 1.811763 0.387 -0.279 0.008 0.090
H -6.718795 0.067374 2.351178 -0.554 0.022 -0.307 0.110
H -4.490043 -2.510231 -2.071426 -0.719 0.463 0.159 0.102
H -5.132088 -3.723569 -0.867621 -0.442 0.299 -0.155 0.110
H -3.477689 -3.224533 -0.916179 -0.048 0.007 0.157 0.069
C -1.177937 -2.016248 0.041877 -0.669 1.291 -0.345 -0.022
O 0.149079 -1.561552 0.264209 0.823 0.328 0.899 -0.007
C 0.349976 -0.238850 0.297942 -0.798 1.447 -0.775 -0.597
O -0.472484 0.655896 0.207155 0.108 -1.208 0.114 0.115
O 1.646752 -0.010107 0.371523 0.989 -0.399 -0.314 -0.038
C 2.211474 1.301332 0.203561 1.060 0.152 0.691 0.022
H -1.900244 -1.587918 0.740906 0.242 -0.005 0.141 0.072
H -1.212682 -3.096871 0.130651 0.362 0.015 -0.372 0.097
H -1.417840 -1.567001 -0.926461 -0.546 -0.830 -0.183 0.108
H 2.108941 1.807895 -0.755095 -1.188 -0.216 0.000 0.105
H 3.297254 1.187618 0.234652 -0.089 -0.615 0.306 0.085
H 1.990677 1.900669 1.082485 -0.464 0.269 -0.275 0.093
C -2.569753 -5.432030 -2.729217 0.828 -0.035 0.078 -0.026
O -3.094424 -4.309335 -3.440810 0.501 0.105 0.494 -0.012
C -4.009574 -4.502481 -4.364037 -0.515 -0.497 -1.477 -0.637
O -4.587594 -5.520620 -4.633947 -0.052 -0.381 0.505 0.135
O -4.144734 -3.374759 -5.052710 0.340 1.047 0.698 -0.009
C -5.141264 -3.272083 -6.058689 -0.035 -1.464 -0.335 -0.035
H -3.326730 -6.049863 -2.255753 -0.164 0.236 0.092 0.101
H -1.861741 -4.972662 -2.041138 -0.380 -0.100 0.440 0.087
H -1.922564 -6.076842 -3.327099 -0.414 0.085 -0.555 0.101
H -5.179826 -4.212230 -6.617867 0.209 0.142 -0.136 0.094
H -4.803041 -2.472110 -6.706158 -0.398 0.212 0.092 0.096
H -6.144615 -3.193092 -5.640472 0.125 0.626 0.131 0.100
C -7.279993 2.482704 -2.146056 -1.136 -2.342 -0.758 -0.066
O -6.471867 3.259883 -1.307215 -0.409 0.834 0.050 0.027
C -5.185818 2.968354 -1.172644 1.662 -0.179 -0.337 -0.610
O -4.356993 3.766857 -0.827041 -0.307 0.271 0.459 0.130
O -4.893277 1.714454 -1.503059 -1.331 -0.985 -0.222 -0.017
C -3.585320 1.180565 -1.421098 1.287 0.431 0.120 -0.010
H -6.811909 2.171310 -3.081323 0.373 0.354 0.118 0.101
H -8.253655 2.889518 -2.420511 0.436 1.167 0.398 0.096
H -7.599807 1.540742 -1.680479 0.498 0.026 0.296 0.090
H -3.575708 0.114540 -1.210167 -0.745 -0.006 -0.042 0.077
H -2.995467 1.630118 -0.623278 -0.166 0.262 -0.063 0.079
H -3.062622 1.331392 -2.365586 -0.022 0.181 -0.013 0.106
C -3.922375 3.402230 3.390090 0.845 0.125 -0.781 -0.024
O -3.260105 2.127053 3.214638 -0.268 0.530 0.737 -0.040
C -2.870036 1.579599 4.375453 -0.513 -1.624 -0.813 -0.604
O -3.141779 1.932470 5.477748 0.154 0.799 0.368 0.158
O -2.231742 0.416720 4.155426 0.335 0.531 0.262 -0.002
C -2.192246 -0.166653 2.863692 -0.537 -1.112 -0.246 -0.060
H -3.222955 4.081522 3.878188 -0.165 0.043 0.092 0.101
H -4.846991 3.356890 3.958268 -0.007 -0.305 -0.060 0.099
H -4.053061 3.716354 2.354043 -0.399 0.225 0.203 0.089
H -1.870495 0.444024 2.024695 0.281 0.334 0.395 0.075
H -3.169879 -0.582877 2.598229 -0.163 0.276 0.077 0.096
H -1.564804 -1.048099 3.000938 0.329 0.205 -0.175 0.097
C 6.244799 0.234541 0.307056 1.421 -0.156 -1.093 -0.035
O 6.633667 1.041992 1.402427 -1.011 -0.514 1.218 0.015
C 6.520043 2.351678 1.294991 0.822 0.356 -0.839 -0.626
O 6.560589 2.957928 0.253001 -0.487 0.330 -0.043 0.125
O 6.489291 2.878177 2.504830 -0.065 -0.649 1.083 0.002
C 6.676838 4.254508 2.674677 0.337 1.324 -1.120 -0.057
H 6.946638 0.476798 -0.498066 -0.323 -0.141 -0.255 0.102
H 5.230083 0.343318 -0.071155 -0.081 0.311 0.466 0.076
H 6.431472 -0.798168 0.584090 -0.218 0.063 0.250 0.094
H 6.557674 4.565567 3.707796 -0.043 -0.592 0.156 0.085
H 5.981631 4.843565 2.068235 -0.091 -0.203 0.016 0.099
H 7.678028 4.544452 2.340643 -0.007 -0.074 0.091 0.102
C 1.310830 0.122056 3.901446 1.120 -1.358 1.116 -0.005
O 2.316604 1.047082 4.311786 -0.967 1.401 0.087 -0.017
C 3.530940 0.961269 3.766045 -0.887 -0.549 -0.460 -0.624
O 3.935418 -0.022054 3.194873 0.178 0.323 0.033 0.128
O 4.187639 2.087816 3.876390 1.461 -0.148 -0.043 0.002
C 3.660371 3.297477 4.446442 -0.285 -0.956 -0.033 0.014
H 1.271359 -0.009846 2.823916 -0.026 0.189 -0.007 0.081
H 0.362943 0.364362 4.370274 0.045 0.549 -0.201 0.089
H 1.656927 -0.800918 4.379469 -0.483 -0.432 -0.518 0.102
H 2.862372 3.609726 3.778239 -0.075 0.529 0.445 0.075
H 4.507017 3.970626 4.488332 -0.063 0.167 -0.213 0.078
H 3.330867 3.093456 5.464076 -0.291 0.166 -0.089 0.103
C 7.381973 -4.380864 -1.755449 0.411 0.242 -1.200 -0.034
O 6.591031 -3.304838 -1.284263 0.643 0.209 1.698 0.005
C 5.351558 -3.182002 -1.701600 -0.234 0.472 -1.891 -0.620
O 4.922332 -3.606641 -2.748197 -0.131 -0.454 0.467 0.130
O 4.699094 -2.357843 -0.893497 0.246 0.466 0.982 0.019
C 3.391032 -2.024441 -1.265087 -2.013 -0.119 -1.701 -0.065
H 7.597216 -4.202844 -2.813545 -0.487 -0.502 -0.114 0.098
H 6.886952 -5.326893 -1.554165 0.111 -0.075 -0.192 0.103
H 8.378809 -4.337234 -1.320891 -0.359 0.134 0.698 0.094
H 3.280295 -1.492633 -2.219981 0.952 0.026 -0.097 0.092
H 2.825290 -1.383358 -0.592180 0.958 -0.410 0.743 0.067
H 2.792751 -2.914724 -1.480454 0.114 -0.196 0.442 0.105
```
Positions in Å, forces in eV/Å.


Entry 2:
ORCA calculation (ωB97M-V/def2-TZVPD) on 4 unconnected molecules or ions with the total composition C33H67ClF6N7O5P.

Values from the calculation:
Maximum force: 2.5 eV/A
SMILES string: [H]/N=C\C[C@@](NCCCC)(O[C@](C=C)(CC#C)CCF)[C@H](O[C@](Cl)(NCC)C(F)(F)C(F)(F)F)[PH2]=N.COC[C@@H](C)N.COC[C@@H](C)N.COC[C@@H](C)N
LUMO: 0.453 eV

XYZ file:
```
120
Properties=species:S:1:pos:R:3:forces:R:3:lowdin_charge:R:1
H 2.529035 3.179451 -1.478884 -0.012 0.006 -0.016 0.047
N 1.823983 2.862367 -2.147358 0.048 -0.155 -0.142 0.115
C 1.580611 1.627998 -2.009480 -0.030 0.210 0.134 -0.242
C 2.249430 0.701582 -1.003753 -0.193 0.942 -0.355 -0.064
C 1.442781 -0.473873 -0.410045 0.321 -1.072 -0.344 -0.427
N 2.283850 -1.695801 -0.395116 -0.028 0.122 0.503 -0.010
C 3.142132 -1.891390 0.778833 0.453 -0.367 -0.719 -0.201
C 4.197658 -2.944277 0.421724 0.247 0.426 0.469 -0.206
C 5.358146 -2.395855 -0.415353 -0.085 -0.568 -0.562 -0.261
C 6.536163 -3.387347 -0.459638 -0.604 -0.214 0.174 -0.108
O 0.994090 -0.334155 0.912467 0.064 0.469 -0.395 -0.033
C 0.932387 0.883273 1.648023 -0.884 0.987 2.175 -0.408
C 2.281826 1.278902 2.235280 0.695 -0.496 -0.023 -0.091
C 2.926143 0.562822 3.167253 -0.377 0.300 -0.148 0.047
C 0.024099 0.426893 2.839983 -0.241 0.274 -0.430 -0.134
C -0.096912 1.420993 3.902004 0.302 -0.536 -0.397 -0.127
C -0.172871 2.237138 4.768459 -0.447 0.511 0.504 0.128
C 0.184900 2.058320 0.959896 0.259 -0.112 -0.853 -0.096
C 0.912369 3.374185 0.770542 -0.219 0.229 0.514 -0.201
F 0.910599 4.091080 1.979139 0.037 -0.121 -0.084 -0.052
C 0.202022 -0.902262 -1.301443 0.181 -0.219 0.094 -0.342
O -0.636807 -1.730011 -0.483350 -0.220 0.148 -0.454 -0.094
C -2.022804 -1.562747 -0.447961 0.267 -0.653 0.206 -0.721
Cl -2.450349 0.094660 0.060930 -0.061 0.099 0.011 0.897
N -2.499330 -2.543146 0.478971 -0.078 0.535 -0.063 0.010
C -3.556496 -2.258896 1.445859 -0.329 -0.644 0.595 -0.283
C -3.044181 -1.718791 2.791766 0.067 0.510 -0.519 -0.087
C -2.659160 -1.824411 -1.849569 -0.305 0.457 0.211 -0.417
F -2.184948 -3.005895 -2.312020 -0.015 0.088 0.014 0.118
F -2.338511 -0.841179 -2.727198 0.115 -0.203 -0.020 0.099
C -4.214352 -1.942356 -1.917373 0.203 -0.157 -0.658 -0.568
F -4.540668 -2.019095 -3.211643 -0.053 -0.003 -0.110 0.175
F -4.837171 -0.891302 -1.407999 -0.065 0.049 0.269 0.162
F -4.656837 -3.057718 -1.339538 -0.021 0.015 0.290 0.175
P 0.786297 -1.974668 -2.707299 0.951 0.590 -0.639 0.801
N 2.030019 -1.501177 -3.558212 -0.317 -0.007 0.558 -0.283
H 0.856889 1.215083 -2.711701 0.031 -0.095 -0.009 0.103
H 3.132504 0.325442 -1.528062 -0.059 -0.256 0.130 0.125
H 2.646247 1.363079 -0.229813 -0.005 -0.328 0.172 0.100
H 2.903055 -1.670510 -1.198670 -0.175 -0.024 -0.157 0.064
H 3.686300 -0.968415 1.008509 -0.167 0.000 0.436 0.100
H 2.571138 -2.245559 1.633557 -0.172 0.310 0.004 0.119
H 3.730840 -3.784773 -0.098704 0.006 -0.026 0.082 0.118
H 4.615664 -3.320262 1.361667 -0.053 -0.089 -0.030 0.113
H 5.666266 -1.412991 -0.052654 0.002 0.008 -0.008 0.104
H 5.014495 -2.291266 -1.451296 -0.031 0.321 0.070 0.100
H 7.268289 -3.192949 0.323840 0.120 0.047 -0.128 0.072
H 6.132198 -4.386251 -0.269874 0.160 -0.040 -0.035 0.066
H 6.998192 -3.446538 -1.443207 0.259 0.202 0.136 0.062
H 2.799219 2.161453 1.870874 0.274 -0.502 -0.737 0.100
H 4.010431 0.511625 3.184090 -0.032 0.829 0.602 0.069
H 2.400010 0.025050 3.949756 0.014 -0.813 -0.588 0.072
H 0.367474 -0.536979 3.216636 -0.008 0.057 0.014 0.126
H -0.971265 0.300252 2.409966 0.041 -0.309 0.053 0.078
H -0.386108 2.965888 5.517048 0.238 -0.062 -0.057 0.034
H -0.119713 1.727384 -0.038276 -0.003 -0.003 0.055 0.090
H -0.752337 2.294543 1.471208 0.089 -0.081 0.147 0.103
H 0.387968 3.998953 0.047368 0.151 -0.061 -0.093 0.102
H 1.958633 3.274995 0.489016 -0.080 0.016 -0.116 0.084
H -0.327469 -0.052966 -1.728550 -0.199 0.045 0.291 0.087
H -2.603127 -3.439524 0.029288 0.069 -0.022 0.009 0.126
H -4.377716 -1.652899 1.054344 0.182 0.151 -0.104 0.091
H -4.015177 -3.227998 1.658764 0.069 -0.022 -0.191 0.117
H -3.241818 -0.648154 2.883699 -0.025 -0.052 0.083 0.057
H -3.513075 -2.233909 3.627817 0.069 0.004 0.031 0.070
H -1.962114 -1.837818 2.819115 -0.025 -0.190 0.204 0.067
H -0.326958 -2.107893 -3.545666 -0.204 -0.238 0.285 0.003
H 0.961929 -3.214561 -2.085998 -0.367 -0.128 -0.038 0.022
H 2.386755 -0.600494 -3.273405 0.175 0.021 -0.255 -0.066
C -3.397393 3.993250 3.510532 0.181 -0.150 0.013 -0.096
O -3.127268 3.312672 2.298204 -0.038 -0.007 0.044 -0.204
C -3.931330 3.688026 1.195490 -0.094 -0.124 -0.163 -0.199
C -3.468562 4.954770 0.467101 0.082 0.135 0.166 -0.418
C -3.804417 6.247409 1.202878 -0.094 0.068 -0.020 -0.059
N -2.031515 4.932641 0.180028 -0.039 -0.220 -0.006 0.054
H -4.464294 4.213001 3.618988 -0.004 0.030 -0.045 0.087
H -2.822015 4.918715 3.588749 -0.084 0.051 0.003 0.080
H -3.088725 3.335098 4.322332 -0.008 -0.017 -0.013 0.078
H -3.864001 2.851896 0.492118 0.039 -0.018 0.022 0.104
H -4.984505 3.766459 1.494787 0.011 0.084 0.012 0.107
H -4.000610 4.976025 -0.488473 -0.017 -0.070 -0.001 0.138
H -3.131863 6.423333 2.042521 0.013 -0.048 0.009 0.067
H -3.706586 7.097131 0.528102 0.044 -0.009 -0.006 0.078
H -4.829685 6.231183 1.578476 0.000 -0.009 -0.003 0.069
H -1.823613 4.131948 -0.411102 -0.023 0.067 -0.093 0.066
H -1.543146 4.742763 1.052929 0.010 0.116 0.014 0.058
C 7.366599 -6.953244 -2.753670 -0.085 0.130 0.020 -0.102
O 8.059542 -6.111154 -1.852771 -0.006 -0.078 -0.057 -0.206
C 9.307327 -6.597102 -1.400935 0.103 0.050 0.194 -0.209
C 10.478733 -6.361748 -2.363655 -0.126 0.004 -0.210 -0.435
C 10.494968 -7.309154 -3.558990 0.080 -0.092 -0.002 -0.071
N 10.530003 -4.981693 -2.852772 -0.060 0.023 0.178 0.040
H 7.534762 -8.009655 -2.523745 0.023 -0.011 -0.020 0.090
H 7.649519 -6.757136 -3.790665 0.036 -0.090 -0.010 0.077
H 6.303659 -6.735969 -2.649503 0.003 -0.001 0.027 0.087
H 9.512487 -6.045428 -0.479446 -0.040 0.031 -0.012 0.122
H 9.226108 -7.658507 -1.129610 0.016 -0.024 -0.083 0.120
H 11.392636 -6.543020 -1.789582 -0.024 0.007 0.059 0.134
H 9.757065 -7.027078 -4.309839 -0.033 0.021 0.031 0.065
H 11.471292 -7.283807 -4.041739 -0.006 0.048 -0.012 0.075
H 10.296457 -8.338050 -3.252318 -0.015 0.004 0.000 0.077
H 10.637302 -4.348086 -2.066112 0.094 0.000 -0.021 0.070
H 9.616869 -4.753449 -3.236771 0.032 -0.016 -0.082 0.068
C -7.884429 4.717556 1.750456 0.117 0.181 -0.112 -0.105
O -7.446347 4.514995 0.418784 -0.041 -0.093 0.160 -0.204
C -8.191089 3.561347 -0.315962 0.101 -0.132 -0.214 -0.209
C -9.500370 4.087671 -0.918906 -0.044 0.194 0.169 -0.434
C -10.628273 4.246367 0.095910 -0.090 -0.088 0.002 -0.071
N -9.318970 5.357268 -1.626620 0.171 -0.095 -0.031 0.040
H -8.266523 3.794832 2.196705 -0.035 -0.007 -0.024 0.094
H -8.651737 5.493499 1.794674 -0.064 -0.068 0.114 0.078
H -7.026284 5.057900 2.331511 0.017 -0.013 -0.017 0.071
H -7.537648 3.261269 -1.139563 0.031 0.039 0.012 0.121
H -8.369380 2.666816 0.295939 -0.068 0.036 0.036 0.120
H -9.823297 3.343272 -1.653020 0.059 -0.032 -0.008 0.135
H -10.498479 5.136600 0.711018 0.045 0.004 -0.004 0.064
H -11.582091 4.348555 -0.420300 0.015 0.041 -0.022 0.076
H -10.693035 3.379247 0.756282 0.010 0.006 0.007 0.078
H -8.653947 5.231131 -2.383940 -0.082 -0.009 -0.062 0.072
H -8.858680 6.005257 -0.993039 -0.081 0.039 0.017 0.069
```
Positions in Å, forces in eV/Å.